No. 1
13
Properties=species:S:1:pos:R:3:nbo_charge:R:1 method="wB97M-V/def2-TZVPD" homo_energy_ev=-9.5 smiles=N#C[C@H](N)CN orbital_gap_ev=10.18
N 2.94 1.33 -0.84 -0.353
C 1.97 0.76 -0.53 0.248
C 0.76 0.08 0.28 -0.101
N 0.71 -1.34 0.26 -0.858
C -0.67 0.65 -0.12 -0.224
N -1.73 -0.37 -0.22 -0.854
H 1.07 0.49 1.24 0.203
H -0.22 -1.72 0.14 0.410
H 1.32 -1.84 0.88 0.380
H -0.96 1.41 0.61 0.197
H -0.56 1.14 -1.08 0.206
H -2.43 -0.28 0.50 0.370
H -2.21 -0.31 -1.11 0.375

=====

No. 2
82
Properties=species:S:1:pos:R:3:mulliken_charge:R:1 method="wB97M-V/def2-TZVPD" homo_energy_ev=-8.9 orbital_gap_ev=8.73
C 1.63 -4.79 -0.04 -0.515
P 3.01 -4.08 1.09 0.110
O 2.59 -4.72 2.63 -0.490
O 2.75 -2.37 1.00 0.233
P 3.53 -1.52 2.24 0.595
O 4.41 -2.37 3.16 -0.683
O 2.33 -0.62 3.06 -0.283
C 1.03 -1.29 2.95 -0.157
C 0.13 -0.72 1.75 0.350
O 0.28 0.42 1.28 -0.383
I -1.50 -1.90 0.86 -0.043
O 4.58 -0.38 1.50 -0.353
P 3.72 0.77 0.54 0.364
S 3.05 2.27 1.57 -0.315
H 1.90 -4.73 -1.14 0.204
H 1.36 -5.85 0.30 0.329
H 0.70 -4.14 0.18 -0.029
H 3.47 -4.98 3.02 0.347
H 0.47 -1.03 3.92 0.279
H 1.11 -2.43 2.95 0.308
H 4.71 1.31 -0.38 0.113
H 2.75 0.10 -0.27 0.068
C -0.46 2.24 3.42 -0.432
C -0.91 3.41 2.57 -0.405
O -2.32 3.61 2.58 -0.496
C -2.92 3.88 3.84 0.207
C -2.39 5.13 4.51 -1.290
H -0.95 1.32 3.09 -0.179
H 0.62 2.11 3.35 0.276
H -0.71 2.38 4.48 0.376
H -0.63 3.22 1.53 0.302
H -0.40 4.34 2.87 0.271
H -2.82 3.00 4.49 -0.107
H -3.99 4.00 3.66 0.417
H -1.32 5.05 4.73 0.273
H -2.91 5.30 5.46 0.447
H -2.53 6.00 3.86 0.290
C 2.13 -1.99 -5.09 -1.109
C 2.43 -2.05 -3.60 -0.082
O 3.32 -3.10 -3.24 -0.437
C 4.61 -3.05 -3.82 -0.329
C 5.39 -1.79 -3.49 -0.960
H 1.72 -2.94 -5.43 0.307
H 1.41 -1.20 -5.30 0.314
H 3.03 -1.80 -5.68 0.288
H 1.49 -2.24 -3.06 0.327
H 2.80 -1.09 -3.24 0.177
H 4.54 -3.20 -4.91 0.293
H 5.16 -3.92 -3.43 0.357
H 4.90 -0.90 -3.87 0.262
H 6.39 -1.84 -3.93 0.405
H 5.49 -1.68 -2.41 0.181
C -4.12 -2.50 5.36 -1.012
C -3.50 -1.22 5.88 -0.346
O -3.12 -0.31 4.86 -0.377
C -4.16 0.16 4.01 -0.251
C -5.26 0.90 4.76 -1.257
H -3.44 -3.01 4.67 0.247
H -4.36 -3.18 6.18 0.401
H -5.05 -2.31 4.81 0.260
H -2.59 -1.47 6.43 0.343
H -4.16 -0.72 6.60 0.297
H -4.58 -0.67 3.43 0.336
H -3.70 0.84 3.30 0.309
H -5.77 0.26 5.48 0.368
H -6.01 1.28 4.05 0.384
H -4.84 1.75 5.31 0.298
C -2.49 2.58 -5.93 -1.044
C -1.20 1.93 -5.48 -0.323
O -0.76 0.89 -6.35 -0.399
C -0.49 1.26 -7.69 -0.345
C 0.60 2.31 -7.83 -1.021
H -3.29 1.84 -6.02 0.290
H -2.81 3.34 -5.21 0.382
H -2.39 3.07 -6.90 0.267
H -1.36 1.47 -4.50 0.312
H -0.41 2.67 -5.35 0.317
H -1.41 1.58 -8.19 0.314
H -0.16 0.35 -8.20 0.339
H 0.32 3.25 -7.34 0.261
H 0.79 2.53 -8.88 0.387
H 1.52 1.97 -7.36 0.269

=====

No. 3
11
Properties=species:S:1:pos:R:3:mulliken_spin:R:1 method="wB97M-V/def2-TZVPD" homo_energy_ev="-15.5 / -18.6" orbital_gap_ev="5.60 / 8.72" spin_multiplicity=2 charge=+2 s2=0.751
O -0.37 -0.12 -0.34 -0.004
La -1.78 -1.76 -1.29 1.002
C 0.36 0.11 0.84 -0.001
C -0.28 0.41 2.15 0.004
H 1.35 0.55 0.66 0.000
H -0.92 -0.52 2.26 0.000
H 0.49 0.73 2.87 0.001
H -1.02 1.23 2.03 -0.001
H 1.27 -1.82 1.75 -0.002
O 1.52 -2.80 1.49 0.002
H 2.22 -2.79 0.83 0.001

=====

No. 4
26
Properties=species:S:1:pos:R:3:nbo_charge:R:1 method="wB97M-V/def2-TZVPD" homo_energy_ev=-11.1 smiles="C[C@H]1COC(=O)O1.C[C@H]1COC(=O)O1" orbital_gap_ev=11.46
C 0.02 -2.90 0.21 -0.635
C 0.67 -2.17 1.36 0.071
C -0.22 -0.98 1.85 -0.093
O -0.04 -1.08 3.26 -0.503
C 0.55 -2.26 3.61 0.973
O 0.74 -2.65 4.72 -0.565
O 0.77 -2.98 2.51 -0.492
H -0.91 -3.41 0.46 0.223
H 0.69 -3.70 -0.13 0.230
H -0.11 -2.22 -0.64 0.220
H 1.65 -1.72 1.14 0.184
H -1.25 -1.22 1.58 0.185
H 0.23 -0.04 1.53 0.200
C -0.17 2.90 -0.25 -0.650
C -0.42 1.77 -1.20 0.061
C -0.91 2.32 -2.55 -0.091
O -0.17 1.62 -3.52 -0.485
C 0.84 0.95 -2.93 0.968
O 1.62 0.31 -3.54 -0.564
O 0.85 1.17 -1.61 -0.501
H 0.02 2.74 0.81 0.233
H -1.13 3.42 -0.10 0.223
H 0.50 3.68 -0.59 0.231
H -1.04 0.98 -0.77 0.190
H -0.84 3.41 -2.56 0.191
H -1.96 2.05 -2.64 0.193

=====

No. 5
28
Properties=species:S:1:pos:R:3:nbo_charge:R:1 method="wB97M-V/def2-TZVPD" homo_energy_ev=-22.7 orbital_gap_ev=12.71 charge=+3
Y -4.51 -0.06 7.03 2.185
O -2.64 -1.50 7.47 -0.977
H -2.52 -2.40 7.12 0.540
H -1.90 -1.37 8.09 0.530
O -5.32 -2.40 7.25 -0.972
H -5.31 -3.15 6.63 0.533
H -6.04 -2.61 7.88 0.525
O -2.32 0.59 5.74 -0.971
H -2.15 0.94 4.85 0.531
H -1.46 0.58 6.18 0.513
O -4.21 -1.27 4.88 -0.976
H -4.93 -1.72 4.41 0.526
H -3.41 -1.45 4.36 0.541
O -6.05 1.38 8.27 -0.984
H -6.96 1.24 8.56 0.535
H -5.86 2.31 8.49 0.537
O -4.56 -0.68 9.30 -0.983
H -5.24 -0.45 9.95 0.536
H -3.87 -1.15 9.81 0.543
O -4.71 1.87 5.80 -0.973
H -5.43 2.05 5.16 0.538
H -4.45 2.74 6.15 0.540
O -3.08 1.43 8.30 -0.978
H -2.18 1.80 8.32 0.545
H -3.42 1.56 9.21 0.526
O -6.71 -0.22 6.06 -0.980
H -7.01 -0.07 5.15 0.539
H -7.53 -0.35 6.56 0.532

=====

No. 6
10
Properties=species:S:1:pos:R:3:nbo_charge:R:1 method="wB97M-V/def2-TZVPD" homo_energy_ev=-8.5 smiles="N/N=C/NS" orbital_gap_ev=9.45
N -1.91 -0.54 0.03 -0.630
N -0.54 -0.58 -0.07 -0.299
C 0.02 0.60 -0.04 0.178
N 1.42 0.78 -0.15 -0.740
S 2.48 -0.61 -0.13 0.156
H -2.25 0.18 -0.55 0.329
H -2.24 -1.40 -0.36 0.354
H -0.53 1.59 -0.10 0.159
H 1.71 1.40 0.63 0.383
H 1.84 -1.40 0.74 0.109